Here is a cluster of 2 separate species, CH3NO in total at a distorted geometry from OMol25. Energies are from ωB97M-V with the def2-TZVPD basis set.

The value obtained for the HOMO energy is -9.96 eV. The HOMO-LUMO gap is 11.0 eV. Its charge is 0. The calculation puts the energy above the lowest of the compared OMol25 structures with the same formula, charge and spin at 1.308 eV. Its multiplicity is 1.

Last columns: bonded neighbours and bond lengths (Å).
Atoms and positions in Å:
1 C -0.447 -0.440 0.022  N2 1.305, O3 1.164
2 N 0.615 0.305 -0.121  C1 1.305, H5 0.976, H6 1.009
3 O -1.218 -0.860 -0.742  C1 1.164
4 H -0.531 -0.675 1.451  no bonds
5 H 0.905 1.034 0.461  N2 0.976
6 H 0.675 0.636 -1.071  N2 1.009